(1)
{
  "formula": "C4H8N2",
  "method": "the ωB97M-V functional and the def2-TZVPD basis",
  "elements": ["C", "C", "C", "N", "C", "N", "H", "H", "H", "H", "H", "H", "H", "H"],
  "coordinates": [[-1.13, -0.78, -0.66], [-0.16, 0.22, -0.08], [-0.31, 0.68, 1.35], [0.42, 1.08, -0.92], [1.62, -1.29, -0.05], [2.76, -1.55, 0.01], [-0.47, -1.59, -0.95], [-1.67, -0.39, -1.54], [-1.84, -1.14, 0.09], [-0.87, 1.63, 1.38], [0.68, 0.84, 1.78], [-0.85, -0.05, 1.95], [1.19, 1.62, -0.53], [0.62, 0.71, -1.84]],
  "total_energy_ha": -266.641132,
  "largest_force_ev_per_a": 1.29,
  "multiplicity": 1,
  "mol_weight_g_mol": 84.12,
  "relative_energy_kcal_mol": 50.7,
  "orbital_gap_ev": 9.201,
  "total_charge": 0
}

---

(2)
{
  "formula": "C4H8N2",
  "method": "the ωB97M-V functional and the def2-TZVPD basis",
  "elements": ["C", "N", "C", "C", "C", "N", "H", "H", "H", "H", "H", "H", "H", "H"],
  "coordinates": [[-0.78, -1.76, -0.08], [-1.31, 0.44, -0.73], [-0.05, 0.74, -0.46], [0.80, 0.03, 1.64], [0.83, 1.67, -0.92], [0.44, -0.25, 0.46], [-1.60, 0.74, -1.66], [-0.16, -2.40, 0.53], [-0.69, -1.96, -1.14], [-1.78, -1.60, 0.29], [1.09, -0.77, 2.31], [0.82, 1.06, 2.01], [0.54, 2.38, -1.68], [1.85, 1.69, -0.56]],
  "total_energy_ha": -266.533991,
  "largest_force_ev_per_a": 1.06,
  "multiplicity": 1,
  "mol_weight_g_mol": 84.12,
  "relative_energy_kcal_mol": 118.0,
  "orbital_gap_ev": [6.602, 6.597],
  "total_charge": 0
}

---

(3)
{
  "formula": "C4H8N2",
  "method": "the ωB97M-V functional and the def2-TZVPD basis",
  "elements": ["C", "N", "C", "C", "C", "N", "H", "H", "H", "H", "H", "H", "H", "H"],
  "coordinates": [[-1.28, -0.99, 0.47], [-0.23, -1.86, 1.03], [-0.44, 0.23, 0.60], [0.51, 0.47, -0.32], [0.53, 1.32, -1.49], [1.46, 1.53, -0.34], [-2.21, -1.03, 1.06], [-1.47, -1.31, -0.56], [-0.08, -1.70, 2.03], [-0.40, 0.67, 1.59], [0.60, -1.61, 0.50], [-0.28, 2.04, -1.48], [0.92, 1.07, -2.47], [2.37, 1.16, -0.62]],
  "total_energy_ha": -266.579069,
  "largest_force_ev_per_a": 1.81,
  "smiles": "NC/C=C1\\CN1",
  "multiplicity": 1,
  "mol_weight_g_mol": 84.12,
  "relative_energy_kcal_mol": 89.7,
  "orbital_gap_ev": 8.685,
  "total_charge": 0
}

---

(4)
{
  "formula": "C4H8N2",
  "method": "the ωB97M-V functional and the def2-TZVPD basis",
  "elements": ["C", "C", "C", "C", "H", "H", "H", "H", "H", "H", "H", "H", "N", "N"],
  "coordinates": [[-2.71, -0.30, -0.34], [-1.62, 0.42, 0.04], [-0.39, -0.28, 0.40], [3.02, 0.03, -0.13], [-2.68, -1.42, -0.42], [-3.69, 0.16, -0.59], [-1.76, 1.47, 0.20], [-0.54, -1.36, 0.17], [-0.28, -0.14, 1.48], [0.96, 1.28, 0.09], [3.91, -0.64, -0.12], [3.14, 1.08, -0.38], [0.75, 0.26, -0.28], [1.88, -0.55, -0.13]],
  "total_energy_ha": -266.626129,
  "largest_force_ev_per_a": 3.40,
  "smiles": "C=CCNN=C",
  "multiplicity": 1,
  "mol_weight_g_mol": 84.12,
  "relative_energy_kcal_mol": 60.2,
  "orbital_gap_ev": 10.010,
  "total_charge": 0
}

---

(5)
{
  "formula": "C4H8N2",
  "method": "the ωB97M-V functional and the def2-TZVPD basis",
  "elements": ["C", "C", "C", "N", "C", "N", "H", "H", "H", "H", "H", "H", "H", "H"],
  "coordinates": [[0.40, 1.19, -1.06], [0.16, -0.81, -0.50], [-0.75, -1.56, 0.45], [0.07, 1.72, 0.18], [0.39, 0.96, 1.26], [0.42, 0.75, 2.41], [-0.16, 2.71, 0.29], [1.43, 0.89, -1.21], [-0.08, 1.68, -1.91], [-0.15, -1.03, -1.52], [1.20, -1.15, -0.43], [-1.73, -1.09, 0.52], [-0.91, -2.59, 0.09], [-0.30, -1.66, 1.44]],
  "total_energy_ha": -266.579664,
  "largest_force_ev_per_a": 4.15,
  "multiplicity": 1,
  "mol_weight_g_mol": 84.12,
  "relative_energy_kcal_mol": 89.3,
  "orbital_gap_ev": 8.910,
  "total_charge": 0
}

---

(6)
{
  "formula": "C4H8N2",
  "method": "the ωB97M-V functional and the def2-TZVPD basis",
  "elements": ["C", "N", "C", "C", "C", "N", "H", "H", "H", "H", "H", "H", "H", "H"],
  "coordinates": [[1.59, 0.48, -0.04], [1.55, -0.99, 0.24], [0.66, -1.07, -0.88], [0.62, 0.23, -1.17], [-2.20, 0.13, 0.51], [-1.24, 0.33, 1.31], [2.58, 0.76, -0.38], [1.30, 1.10, 0.81], [1.06, -1.18, 1.11], [0.30, -1.98, -1.34], [0.20, 0.84, -1.96], [-2.38, -0.88, 0.14], [-2.86, 0.91, 0.11], [-1.16, 1.32, 1.53]],
  "total_energy_ha": -266.614007,
  "largest_force_ev_per_a": 0.40,
  "multiplicity": 1,
  "mol_weight_g_mol": 84.12,
  "relative_energy_kcal_mol": 67.8,
  "orbital_gap_ev": 9.480,
  "total_charge": 0
}

---

(7)
{
  "formula": "C4H8N2",
  "method": "the ωB97M-V functional and the def2-TZVPD basis",
  "elements": ["C", "N", "C", "C", "C", "N", "H", "H", "H", "H", "H", "H", "H", "H"],
  "coordinates": [[-0.81, -1.66, 0.66], [-1.63, -0.48, 0.89], [-1.00, -0.68, -0.43], [0.06, 0.21, -0.92], [1.46, 1.80, -0.11], [1.20, 0.49, -0.24], [-1.36, -2.59, 0.63], [0.17, -1.73, 1.14], [-1.10, 0.21, 1.42], [-1.74, -0.90, -1.20], [-0.15, 0.89, -1.74], [0.62, 2.45, 0.06], [2.45, 2.21, -0.26], [1.83, -0.24, 0.09]],
  "total_energy_ha": -266.575327,
  "largest_force_ev_per_a": 0.55,
  "multiplicity": 1,
  "mol_weight_g_mol": 84.12,
  "relative_energy_kcal_mol": 92.0,
  "orbital_gap_ev": [7.830, 7.823],
  "total_charge": 0
}

---

(8)
{
  "formula": "C4H8N2",
  "method": "the ωB97M-V functional and the def2-TZVPD basis",
  "elements": ["C", "N", "C", "C", "C", "N", "H", "H", "H", "H", "H", "H", "H", "H"],
  "coordinates": [[-1.18, -1.46, 0.50], [-0.31, -0.32, 0.79], [0.08, 0.47, -0.37], [0.82, 1.73, 0.12], [0.84, -0.35, -1.35], [1.36, -1.08, -2.09], [-2.12, -1.10, 0.06], [-1.43, -1.96, 1.44], [-0.75, -2.20, -0.18], [0.52, -0.65, 1.26], [-0.84, 0.77, -0.89], [1.46, 2.18, -0.65], [0.07, 2.46, 0.43], [1.45, 1.47, 0.98]],
  "total_energy_ha": -266.702100,
  "largest_force_ev_per_a": 1.60,
  "smiles": "CN[C@@H](C)C#N",
  "multiplicity": 1,
  "mol_weight_g_mol": 84.12,
  "relative_energy_kcal_mol": 12.5,
  "orbital_gap_ev": 10.660,
  "total_charge": 0
}

---

(9)
{
  "formula": "C4H8N2",
  "method": "the ωB97M-V functional and the def2-TZVPD basis",
  "elements": ["C", "C", "C", "C", "N", "N", "H", "H", "H", "H", "H", "H", "H", "H"],
  "coordinates": [[-0.70, -1.01, 2.46], [-0.21, -0.32, 0.10], [-0.39, -0.05, 1.55], [1.21, 0.17, -0.26], [0.25, 0.85, -2.47], [1.26, 0.55, -1.49], [-0.53, -0.83, 3.55], [-0.62, -1.94, 2.18], [-0.26, -1.37, -0.16], [-1.01, 0.32, -0.45], [-0.40, 1.05, 1.66], [-0.30, 0.12, -2.83], [-0.49, 1.46, -2.04], [2.18, 1.01, -1.82]],
  "total_energy_ha": -266.553154,
  "largest_force_ev_per_a": 6.85,
  "multiplicity": 1,
  "mol_weight_g_mol": 84.12,
  "relative_energy_kcal_mol": 106.0,
  "orbital_gap_ev": 9.316,
  "total_charge": 0
}

---

(10)
{
  "formula": "C4H8N2",
  "method": "the ωB97M-V functional and the def2-TZVPD basis",
  "elements": ["C", "C", "C", "C", "N", "N", "H", "H", "H", "H", "H", "H", "H", "H"],
  "coordinates": [[-0.95, -0.10, 0.52], [-2.06, 0.17, 0.13], [2.04, 0.83, -0.46], [3.35, -0.88, 0.59], [2.62, -0.12, 0.03], [-3.35, 0.41, -0.40], [2.20, 1.73, 0.16], [1.74, 0.60, -1.57], [4.42, -0.75, 0.41], [3.00, -1.66, 1.25], [-0.08, -0.41, 0.96], [-3.41, -0.19, -1.22], [-3.37, 1.46, -0.68], [-4.07, 0.17, 0.38]],
  "total_energy_ha": -265.900591,
  "largest_force_ev_per_a": 4.23,
  "multiplicity": 1,
  "mol_weight_g_mol": 84.12,
  "relative_energy_kcal_mol": 46.4,
  "orbital_gap_ev": 11.327,
  "total_charge": 2
}

---

What did the third record say?
{
  "formula": "C4H8N2",
  "method": "the ωB97M-V functional and the def2-TZVPD basis",
  "elements": ["C", "N", "C", "C", "C", "N", "H", "H", "H", "H", "H", "H", "H", "H"],
  "coordinates": [[-1.28, -0.99, 0.47], [-0.23, -1.86, 1.03], [-0.44, 0.23, 0.60], [0.51, 0.47, -0.32], [0.53, 1.32, -1.49], [1.46, 1.53, -0.34], [-2.21, -1.03, 1.06], [-1.47, -1.31, -0.56], [-0.08, -1.70, 2.03], [-0.40, 0.67, 1.59], [0.60, -1.61, 0.50], [-0.28, 2.04, -1.48], [0.92, 1.07, -2.47], [2.37, 1.16, -0.62]],
  "total_energy_ha": -266.579069,
  "largest_force_ev_per_a": 1.81,
  "smiles": "NC/C=C1\\CN1",
  "multiplicity": 1,
  "mol_weight_g_mol": 84.12,
  "relative_energy_kcal_mol": 89.7,
  "orbital_gap_ev": 8.685,
  "total_charge": 0
}

---

Number 6 is which compound? C4H8N2